The following is a DFT calculation (ωB97M-V/def2-TZVPD) of a structure of composition C32H47N4OP2Si2W.

Geometry as XYZ:
```
89
Properties=species:S:1:pos:R:3
W 0.24935 -0.42379 0.10071
O -0.36067 -2.96084 1.59778
N -0.44777 -2.12694 0.50835
C -0.20192 -2.39435 -0.82310
C -1.35024 -2.53420 -1.77486
C -1.86579 -3.78271 -2.09542
C -2.96661 -3.86786 -2.93873
C -3.54806 -2.72136 -3.47269
C -3.01896 -1.47336 -3.18744
C -1.91564 -1.39088 -2.34103
P -0.95594 0.09242 -2.06862
C 0.13071 0.43047 -3.43745
C -0.35281 1.03527 -4.59993
C 0.49105 1.18736 -5.68811
C 1.80412 0.73380 -5.62242
C 2.28270 0.12012 -4.47125
C 1.44710 -0.03361 -3.37781
C -2.07765 1.44528 -1.70104
C -3.20703 1.12934 -0.93203
C -4.08926 2.13125 -0.55435
C -3.85277 3.44271 -0.94666
C -2.73735 3.75679 -1.72013
C -1.84579 2.76649 -2.09445
H -0.94344 -3.71872 1.42057
H 0.67301 -3.01037 -1.02946
H -1.42303 -4.68564 -1.69218
H -3.37817 -4.83822 -3.18254
H -4.40460 -2.80706 -4.12732
H -3.45258 -0.58310 -3.62677
H -1.37879 1.37820 -4.66301
H 0.12279 1.65309 -6.59199
H 2.45600 0.85132 -6.47772
H 3.30068 -0.24541 -4.43614
H 1.81408 -0.54396 -2.48896
H -3.42478 0.09591 -0.68457
H -4.97850 1.88541 0.01173
H -4.55124 4.22195 -0.67140
H -2.57540 4.77551 -2.04607
H -0.99230 3.02102 -2.71081
C -2.29427 -0.67133 4.84961
N -0.95544 -0.08190 4.91048
C -1.06879 1.37245 5.02850
N -1.86136 1.96965 3.94834
C -3.18687 1.34394 3.91578
N -3.11297 -0.11294 3.76855
C -2.66257 -0.51038 2.45382
P -0.94042 0.14414 2.23710
C -0.13671 -0.47423 3.78087
C -1.19116 1.93646 2.66920
H -2.79305 -0.47405 5.79769
H -2.21064 -1.75268 4.73158
H -0.07111 1.81481 5.04705
H -1.55287 1.59645 5.97805
H -3.77293 1.76593 3.09765
H -3.69424 1.56761 4.85272
H -3.31904 -0.09134 1.69169
H -2.65058 -1.59757 2.36081
H 0.86274 -0.04126 3.88597
H -0.04517 -1.55999 3.73913
H -1.80499 2.41694 1.90211
H -0.22908 2.44982 2.73041
C 3.07743 -3.38937 -0.28809
Si 3.69489 -1.80958 0.46284
C 5.09857 -1.09572 -0.51021
C 4.07377 -2.00331 2.26829
C 2.17434 -0.51054 0.46103
Si 2.52289 1.42033 0.24934
C 3.03557 1.92689 1.95745
C 0.80339 2.12917 -0.19762
C 3.66668 1.89069 -1.11340
H 3.90165 -4.10810 -0.24304
H 2.81283 -3.28705 -1.34249
H 2.24813 -3.82767 0.26950
H 5.85849 -1.87834 -0.59553
H 5.57577 -0.25093 -0.01229
H 4.82238 -0.80657 -1.52515
H 4.90447 -2.70415 2.38645
H 3.22657 -2.41607 2.82130
H 4.38121 -1.06853 2.74081
H 1.85082 -0.56154 1.55818
H 2.19418 1.97457 2.65201
H 3.49807 2.91677 1.92889
H 3.77556 1.23493 2.36299
H -0.17847 1.75809 0.18959
H 0.70750 2.24407 -1.27669
H 0.78155 3.13571 0.23442
H 4.70182 1.65828 -0.87055
H 3.59883 2.97584 -1.24106
H 3.40812 1.43029 -2.06675
```

HOMO energy: -16.48 eV
total charge: +3
ΔE to the lowest compared entry with this formula, charge and spin: 0.0 kJ/mol
HOMO-LUMO gap: 5.971 eV

***

The following is a DFT calculation (ωB97M-V/def2-TZVPD) of a cluster of 6 separate species, C32H47N6O3Si in total in a non-equilibrium geometry.

Geometry as XYZ:
```
89
Properties=species:S:1:pos:R:3
C -2.00770 -0.58670 -1.31946
Si -1.98400 -0.09773 -3.17855
C -3.75130 -0.38389 -3.94991
C -1.71423 1.84798 -3.21538
O -0.67005 -0.77165 -4.12392
C -0.04014 -1.93406 -3.48289
C 1.33865 -1.46588 -2.68440
C 1.22403 -1.59868 -1.05464
C 1.09845 -3.09662 -0.38446
C 0.93049 -3.12450 1.27830
O 0.78201 -4.43870 1.92511
C 0.89219 -1.68249 2.10897
N 1.04105 -0.32809 1.38376
C 1.00619 1.00660 2.14777
C -0.46073 1.09662 2.87779
O -1.56581 0.48997 2.11784
C 1.18976 -0.23644 -0.12263
H -3.14642 -0.59390 -0.96689
H -1.50039 0.27723 -0.67312
H -1.58673 -1.64852 -1.06737
H -4.15382 -1.41380 -3.55375
H -3.71449 -0.31110 -5.13263
H -4.51247 0.43644 -3.53415
H -0.77250 2.07115 -2.51559
H -2.65329 2.44479 -2.85293
H -1.37245 2.14588 -4.31033
H 0.34098 -2.63246 -4.37338
H -0.75487 -2.60200 -2.84149
H 1.66032 -0.35358 -2.96929
H 2.23543 -2.14703 -3.06858
H 1.12570 -4.05597 -1.05479
H -0.07556 -4.81508 1.52373
H 0.74275 -1.73702 3.29086
H 1.92551 1.07582 2.88155
H 1.07821 1.93479 1.40569
H -0.70005 2.25986 2.99409
H -0.35391 0.61484 3.95043
H -2.33929 0.23053 2.73087
H 1.28999 0.80689 -0.69369
N -3.45501 4.55192 1.90891
C -2.95681 5.79941 1.63672
C -1.80961 5.64610 0.89063
C -1.61226 4.25743 0.70120
C -2.64448 3.60549 1.33794
H -4.29051 4.35977 2.44618
H -3.45902 6.68696 1.99760
H -1.18328 6.44786 0.52156
H -0.80453 3.78397 0.15816
H -2.87026 2.55189 1.43447
N -4.93206 9.24720 2.76742
C -5.96303 8.78641 1.99069
C -7.14604 9.16100 2.58764
C -6.81687 9.87806 3.76268
C -5.44316 9.91868 3.84751
H -3.94811 9.11353 2.57349
H -5.76714 8.23154 1.08297
H -8.13885 8.94255 2.21624
H -7.50753 10.31804 4.47042
H -4.78736 10.36560 4.58274
N 1.02183 -7.51855 2.28112
C 1.50942 -8.10946 1.14463
C 1.30902 -9.46763 1.25151
C 0.67281 -9.70352 2.49363
C 0.50494 -8.48238 3.10729
H 1.03974 -6.52647 2.47883
H 1.95748 -7.51469 0.35996
H 1.58954 -10.20835 0.51397
H 0.36918 -10.66100 2.89675
H 0.06428 -8.21764 4.05918
N 2.89239 2.45616 -4.07860
C 3.96683 1.64047 -3.83618
C 5.11353 2.37483 -4.04108
C 4.71662 3.68107 -4.41449
C 3.33994 3.70402 -4.42682
H 1.92125 2.18073 -4.01030
H 3.82384 0.60963 -3.54097
H 6.12646 2.00957 -3.93210
H 5.36520 4.51537 -4.64851
H 2.64235 4.49901 -4.65426
N 4.60534 -6.17697 1.46445
C 5.10355 -4.92947 1.19225
C 6.25074 -5.08279 0.44616
C 6.44809 -6.47146 0.25673
C 5.41588 -7.12340 0.89348
H 3.76984 -6.36912 2.00171
H 4.60133 -4.04192 1.55313
H 6.87707 -4.28102 0.07709
H 7.25582 -6.94491 -0.28631
H 5.19010 -8.17699 0.99001
```

HOMO energy: -9.63 eV
total charge: +1
HOMO-LUMO gap: 4.571 eV

***

The following is a DFT calculation (ωB97M-V/def2-TZVPD) of a structure of composition C32H48AsBCaF6N10O2S4 in a non-equilibrium geometry.

Geometry as XYZ:
```
105
Properties=species:S:1:pos:R:3
Ca -0.44910 -1.77716 -0.95910
C 1.34354 5.84031 -1.64565
C 0.89691 4.40463 -1.99755
C 1.99674 3.78606 -2.90613
C -0.47688 4.33063 -2.74619
N 0.68075 3.64969 -0.68374
C -0.36138 3.98362 0.22086
C -0.34881 3.06135 1.19427
N 0.67064 2.17832 0.97525
B 0.85867 0.89610 1.78594
N 2.10394 0.77343 2.65664
C 3.12660 1.66289 2.40148
C 4.26883 1.12107 2.87171
N 3.99613 -0.20266 3.29766
C 2.61039 -0.36828 3.27979
S 1.67518 -1.67020 3.84251
C 5.08388 -1.21945 3.51484
C 5.57426 -0.97481 4.93774
C 6.14333 -0.99003 2.41968
C 4.56319 -2.63647 3.34823
N -0.34053 0.68239 2.69139
C -0.32663 1.16112 3.99023
C -1.52938 0.92995 4.50845
N -2.36320 0.32988 3.48074
C -1.57265 0.26997 2.37040
S -2.07507 -0.31405 0.83745
C -3.71663 -0.19948 3.78667
C -4.52956 0.96979 4.30759
C -3.50997 -1.31699 4.84180
C -4.45988 -0.77233 2.58075
C 1.41471 2.61985 -0.12205
S 2.97446 2.09089 -0.56090
H 1.33288 6.45141 -2.56913
H 2.37619 5.92010 -1.18587
H 0.66743 6.31418 -0.91153
H 1.98596 4.37980 -3.86360
H 1.74933 2.70452 -3.16596
H 2.93119 3.85436 -2.37816
H -0.45895 4.74915 -3.76651
H -1.28997 4.77555 -2.10707
H -0.75679 3.26184 -2.83603
H -1.10161 4.76462 0.07369
H -1.02868 2.98038 2.08134
H 0.86942 -0.03867 0.96335
H 2.91536 2.67148 2.03125
H 5.24229 1.55898 2.97851
H 5.76132 0.08616 5.06703
H 6.53370 -1.52598 5.16102
H 4.80183 -1.32560 5.63777
H 6.70012 -0.02857 2.59233
H 5.57570 -0.87834 1.45968
H 6.88366 -1.78834 2.35217
H 3.75078 -2.92483 4.05506
H 5.43640 -3.29754 3.49296
H 4.15901 -2.76211 2.31771
H 0.56779 1.57585 4.46290
H -1.93452 1.14052 5.51561
H -4.07974 1.49174 5.15041
H -5.55491 0.67237 4.67055
H -4.65987 1.77902 3.51533
H -3.20101 -0.93257 5.87389
H -2.69439 -2.05742 4.50756
H -4.49072 -1.87609 5.00959
H -4.52764 -0.01946 1.79476
H -5.51546 -1.05700 2.88716
H -3.88814 -1.64609 2.18383
F 1.81782 -2.34277 -0.66385
As 1.50291 -4.14686 -0.57543
F 0.48696 -3.77359 -2.03547
F 0.00919 -3.63926 0.31596
F 1.11173 -5.82654 -0.53460
F 2.45544 -4.28834 0.88835
F 2.86046 -4.48615 -1.59308
C 0.70378 -1.45887 -6.12016
N 1.68780 -1.46633 -5.00948
C 2.98909 -1.95677 -5.08452
C 3.60900 -1.58684 -3.93480
N 2.67449 -0.88431 -3.15866
C 1.50273 -0.81046 -3.84085
S 0.11921 -0.08925 -3.27802
H 0.81802 -0.56695 -6.75651
H -0.28722 -1.41482 -5.65112
H 0.82556 -2.37702 -6.73293
H 3.23057 -2.55084 -5.96088
H 4.59601 -1.81151 -3.53659
H 2.92203 -0.26068 -2.38044
O -4.51437 1.69652 -2.17948
C -4.75242 1.09712 -3.46268
N -5.87652 0.17698 -3.42020
C -5.98212 -1.21019 -3.16428
O -7.08037 -1.71873 -3.07328
C -4.74294 -2.03434 -2.95298
C -4.77438 -3.39966 -3.29508
C -3.63799 -4.20458 -3.07036
C -2.57686 -3.66142 -2.34634
N -2.61916 -2.37603 -1.85052
C -3.71371 -1.60912 -2.14880
H -3.87349 2.43053 -2.29407
H -3.85706 0.62169 -3.86764
H -5.04815 1.88793 -4.15539
H -6.76951 0.61060 -3.67729
H -5.69067 -3.72029 -3.73317
H -3.64706 -5.18240 -3.48837
H -1.70557 -4.28337 -2.10265
H -3.75371 -0.65651 -1.64672
```

HOMO energy (alpha / beta): -9.79 / -9.74 eV
⟨S²⟩: 0.78
multiplicity: 2
total charge: +1
ΔE to the lowest compared entry with this formula, charge and spin: 0.0 kJ/mol
HOMO-LUMO gap (alpha / beta): 7.640 / 4.493 eV

***

- What is the formula in the third record?
  C32H48AsBCaF6N10O2S4

***

- Among the records above, which one has the highest total charge?
  C32H47N4OP2Si2W

***

- Which formula does entry 3 have?
  C32H48AsBCaF6N10O2S4